[1]
The following is a DFT calculation (ωB97M-V with the def2-TZVPD basis set) of a 2-piece molecular cluster, C3H2NOS2 overall at a distorted geometry.

Values from the calculation:
Charge: -1
HOMO-LUMO gap: 7.35 eV
M: 132.19 g mol⁻¹
ΔE to the lowest compared entry with this formula, charge and spin: 64.0 kcal/mol
Multiplicity: 1
E_LUMO: 3.04 eV

Structure (XYZ):
```
9
C3H2NOS2 ωB97M-V with the def2-TZVPD basis set
C 0.6843 0.6843 0.0554
C -1.5559 -0.4982 -1.6640
C 0.6418 -0.0974 1.3591
N -1.4863 0.2754 -0.7908
O -1.7482 -1.4241 -2.4267
S 1.0251 2.2868 -0.3067
S 1.5011 -0.8391 -0.0527
H 1.2306 0.2359 2.2554
H -0.2924 -0.6237 1.5709
```


[2]
The following is a DFT calculation (ωB97M-V with the def2-TZVPD basis set) of C17H13N4Se2Te2V as an isolated structure.

Values from the calculation:
Charge: 0
HOMO-LUMO gap (spin up / spin down): 5.92 / 5.60 eV
M: 737.38 g mol⁻¹
Multiplicity: 3
E_LUMO (spin up / spin down): -1.33 / -1.68 eV

Structure (XYZ):
```
39
C17H13N4Se2Te2V ωB97M-V with the def2-TZVPD basis set
V 1.0379 0.4477 0.0274
C -2.8479 2.7802 -3.3179
C -1.8813 1.9198 -3.8174
C -1.2119 1.0511 -2.9673
C -1.5154 1.0440 -1.6104
C -2.4884 1.9013 -1.1065
C -3.1518 2.7668 -1.9630
N -0.7871 0.2016 -0.7323
C -1.4024 -0.9155 -0.2661
C -2.6743 -1.3869 -0.6785
C -3.1879 -2.5430 -0.1482
C -2.4967 -3.3055 0.8121
C -1.2649 -2.8822 1.2363
C -0.7339 -1.7023 0.7021
N 0.5068 -1.1894 1.0630
N 1.2129 -1.7603 1.9308
C 2.4158 -1.0639 2.1573
C 3.2826 -1.5746 3.1158
C 4.4433 -0.8739 3.3793
C 4.6859 0.3096 2.6943
C 3.7693 0.7455 1.7582
N 2.6571 0.0619 1.4742
H -3.3640 3.4619 -3.9814
H -1.6384 1.9290 -4.8723
H -0.4359 0.3898 -3.3317
H -2.6957 1.8994 -0.0436
H -3.9020 3.4399 -1.5677
H -3.2331 -0.8318 -1.4184
H -4.1600 -2.8795 -0.4873
H -2.9344 -4.2125 1.2042
H -0.6936 -3.4324 1.9701
H 3.0247 -2.4903 3.6262
H 5.1434 -1.2396 4.1184
H 5.5726 0.8976 2.8825
H 3.9020 1.6650 1.2051
Se 0.5426 2.4776 1.4349
Te 1.0203 3.4100 -0.8673
Te 3.1793 1.9326 -1.7334
Se 2.3044 -0.4489 -1.8816
```


[3]
The following is a DFT calculation (ωB97M-V with the def2-TZVPD basis set) of a 2-piece molecular cluster, C7H14O2 overall.

Values from the calculation:
Charge: 0
HOMO-LUMO gap: 10.30 eV
SMILES: C=CC(=C)CCCO.O
M: 130.19 g mol⁻¹
ΔE to the lowest compared entry with this formula, charge and spin: 45.7 kcal/mol
Multiplicity: 1
E_LUMO: 0.67 eV

Structure (XYZ):
```
23
C7H14O2 ωB97M-V with the def2-TZVPD basis set
C -1.3025 -1.8049 -0.0584
O -0.1598 -2.5450 -0.4707
C -1.4409 -0.4505 -0.7323
C -0.7232 0.6880 0.0007
C 0.7819 0.6060 -0.0200
C 1.4915 0.0425 0.9591
C 1.6334 0.1331 -2.2260
C 1.4309 1.0540 -1.2872
H -2.2021 -2.3810 -0.2821
H -1.2811 -1.7477 1.0381
H 0.6203 -2.1243 -0.0839
H -1.2476 -0.5118 -1.8081
H -2.5141 -0.2199 -0.7768
H -1.0389 1.6587 -0.3897
H -1.0586 0.6122 1.0318
H 1.0088 -0.4046 1.8199
H 2.5714 0.0525 0.8815
H 2.0064 0.3368 -3.2240
H 1.3353 -0.8986 -2.0771
H 1.8044 2.0636 -1.4112
H -0.5507 1.2818 3.4826
H -0.2329 2.5953 2.7093
O -0.9319 1.9639 2.9244
```


[4]
The following is a DFT calculation (ωB97M-V with the def2-TZVPD basis set) of a 2-piece molecular cluster, C2H2ClNO overall at a distorted geometry.

Values from the calculation:
Charge: 0
HOMO-LUMO gap: 8.24 eV
M: 91.50 g mol⁻¹
ΔE to the lowest compared entry with this formula, charge and spin: 62.3 kcal/mol
Multiplicity: 1
E_LUMO: -0.92 eV

Structure (XYZ):
```
7
C2H2ClNO ωB97M-V with the def2-TZVPD basis set
C 1.6375 0.2555 0.0268
C -1.9102 -0.1119 0.1384
N 2.0150 -0.3652 -0.9146
O 1.4597 0.7950 1.0316
Cl -2.4572 1.0985 1.1011
H -2.4220 -1.0569 0.4318
H 1.6774 -0.6151 -1.8152
```